A molecular structure, C2H4N2OS at a distorted geometry. Source: the OMol25 dataset; level of theory: wB97M-V/def2-TZVPD.

CARTESIAN COORDINATES (ANGSTROEM)
S: 0.667 0.053 0.953
O: 1.705 -2.513 -1.176
C: -1.505 0.786 0.282
H: -2.554 0.736 -0.029
N: 0.605 1.662 0.560
H: 1.355 -2.021 -0.436
C: -0.717 1.948 0.202
N: -0.841 -0.306 0.651
H: -0.897 2.911 -0.253
H: 2.181 -3.257 -0.755

- Kohn-Sham gap (hartree) = 0.37978
- net charge = 0
- relative energy (zero: lowest compared OMol25 entry of this formula, charge and spin) (kcal/mol) = 39.1
- E (eV) = -18000.9658